Below is one molecule with the formula C3H10BN, with properties calculated with ωB97M-V/def2-TZVPD.

Computed properties:
Relative energy (zero: lowest compared OMol25 entry of this formula, charge and spin), kJ/mol: 76.0
Highest occupied orbital energy, eV: -9.82
SMILES: CCB(C)N

Element x y z (Å)
N1 1.0465 1.6345 -0.0421
C1 -2.0524 0.1724 0.2642
C2 -0.8226 -0.4081 -0.4944
C3 1.7602 -0.9984 0.0479
B1 0.8190 0.2777 -0.2637
H1 -2.8818 -0.4058 0.1710
H2 1.9534 1.9969 0.3201
H3 0.3151 2.2657 -0.0243
H4 -0.8056 -1.4112 -0.2225
H5 2.7557 -0.7899 0.2897
H6 -2.2523 1.1585 0.0537
H7 1.7836 -1.7631 -0.8506
H8 -1.2445 -0.4312 -1.4688
H9 1.3142 -1.4385 0.8399
H10 -1.6886 0.1405 1.3802